Record 1
{"formula": "C9H19N3O4", "method": "the ωB97M-V functional and the def2-TZVPD basis", "symbols": ["C", "C", "H", "H", "H", "C", "H", "H", "H", "N", "C", "O", "H", "H", "O", "N", "O", "H", "H", "H", "C", "H", "C", "H", "C", "H", "O", "H", "H", "H", "N", "H", "C", "H", "C"], "coordinates": [[-2.579404, -1.816347, -0.948668], [-0.072533, 1.316223, 0.547866], [4.728715, -0.416300, -0.602968], [-2.391802, -1.959087, 2.443408], [-3.765951, -2.186962, 1.526666], [-1.955818, -2.003956, 0.335746], [3.597121, 1.302844, -0.217954], [1.202455, 0.240713, -0.909307], [4.160025, -1.477782, -1.727417], [-2.796523, -1.822247, 1.573760], [-0.777695, -1.170455, 0.263283], [0.150814, -1.340258, -0.584065], [-1.903497, 3.280453, -1.431856], [-1.549047, -3.034884, 0.359884], [-2.212288, -0.493824, -1.473892], [-0.764530, 0.083571, 0.845871], [-1.131251, 3.399214, 0.846604], [-2.463741, -2.620976, -1.647271], [2.192842, -0.657443, 1.799467], [3.999530, -0.239643, 1.283185], [-0.869155, 2.539163, 0.029004], [2.885462, -2.452492, 0.168465], [2.947493, -1.345577, -0.028745], [2.594667, 1.810526, 1.082933], [2.563552, 1.090102, 0.326376], [0.222398, 1.741940, 1.465537], [-1.323931, 2.577223, -1.283805], [2.171983, -1.119159, -0.747110], [-1.333476, -0.641507, -1.813894], [0.981524, 1.871784, -1.302238], [4.353052, -1.372117, -0.689109], [-3.719751, -2.052802, -0.829704], [2.943672, -0.286686, 1.044098], [-1.502743, 0.270837, 1.662983], [1.213646, 1.173641, -0.354827]], "forces_ev_per_angstrom": [[-3.828, 1.121, -1.943], [2.099, -0.418, -2.175], [-0.060, -0.525, -0.278], [1.086, -0.633, 1.497], [1.314, 0.324, -0.143], [0.278, -3.459, 4.327], [-2.687, -0.103, 0.046], [-0.784, 0.219, 0.156], [0.616, 0.107, 1.566], [-1.652, 1.012, -3.188], [4.590, 4.756, -1.891], [-2.740, -1.935, 1.681], [-1.431, 2.097, 0.040], [-0.091, 0.209, -0.072], [-2.392, -1.635, -0.166], [-3.581, -0.260, 3.683], [0.174, -0.369, -1.292], [1.369, -0.240, -0.589], [1.101, 0.961, -0.124], [-0.145, 0.256, 1.368], [-2.103, 0.259, 0.170], [-0.691, 1.273, 0.871], [2.142, -1.845, -1.784], [0.136, 1.374, 1.398], [2.651, -0.409, 0.432], [0.520, 0.201, 1.301], [2.639, -2.716, 1.826], [0.288, -0.311, -0.180], [0.568, 0.082, -0.397], [1.468, -0.755, 2.332], [-1.469, 0.917, -1.380], [1.462, 1.728, -0.018], [-1.895, -0.571, -1.176], [1.876, -0.962, -2.687], [-0.829, 0.248, -3.210]], "smiles": "NCCCC[C@H](NC(=O)[C@@H](N)CO)C(=O)O", "e_tot_ha": -819.43381, "relative_energy_kj_mol": 401.7, "e_homo_ev": -9.05, "lumo_ev": 0.6, "charge": 0}

Record 2
{"formula": "C13H29EuN5O7", "method": "the ωB97M-V functional and the def2-TZVPD basis", "symbols": ["N", "H", "C", "C", "H", "H", "H", "H", "H", "H", "H", "H", "Eu", "H", "O", "N", "H", "C", "C", "H", "H", "O", "N", "H", "O", "H", "O", "H", "C", "N", "C", "H", "C", "H", "H", "H", "H", "C", "H", "C", "C", "H", "H", "O", "N", "C", "C", "C", "H", "H", "H", "H", "H", "O", "O"], "coordinates": [[1.323160, 2.157089, -1.434484], [3.167736, 4.027493, -1.509509], [1.350494, 3.289770, -0.669573], [-2.060126, 0.972257, -2.648246], [-1.700502, 1.983621, -2.470630], [-3.260165, -4.342893, -0.924498], [2.250531, -3.389406, -0.037162], [2.344680, -2.356389, 3.465676], [-1.976423, 0.648975, -3.726918], [-3.393157, 2.878659, 0.093391], [1.784316, 1.096908, 1.606435], [-0.532320, -1.220239, -3.505913], [-0.306971, 0.271910, -1.634989], [0.201417, 5.479096, 0.701328], [1.416368, -0.900128, -0.156089], [-0.587125, 2.300558, 0.161138], [3.071117, 4.142656, 0.240616], [3.147958, -2.949975, 0.415098], [0.118087, 4.497799, 1.185816], [-1.886532, -4.547486, -2.045245], [3.819121, -3.037374, 2.832085], [0.380352, -0.711400, -3.807601], [-1.591046, -0.807772, 0.374008], [-1.698099, -4.940381, -0.304850], [-4.025289, 3.433855, -0.393085], [-1.812163, 0.860062, 1.322562], [-1.663217, 2.350440, 0.893088], [0.895300, 4.478496, 1.958996], [-2.159051, -4.234520, -1.029314], [2.713575, -1.962680, 1.389434], [1.885347, -0.938008, 1.008462], [2.157202, 5.266721, -0.763727], [2.487849, 4.227071, -0.684432], [-4.913258, 3.051636, -0.279546], [-0.849616, 4.423150, 1.677145], [3.687301, -1.331905, 3.165094], [0.529042, 0.082699, 2.303967], [3.148767, -2.180856, 2.751116], [-2.093430, -3.624167, 1.905449], [-1.995482, -2.097344, 0.400555], [1.603095, 0.119396, 2.071750], [2.211371, 0.039635, 2.999253], [0.390610, -0.957111, -4.740092], [2.250325, 1.925504, -2.255177], [-0.939055, -2.110570, -1.672576], [-1.688731, -2.824056, -0.790668], [-2.688998, -2.762331, 1.549912], [0.271136, 3.360660, 0.244143], [-2.859018, 0.735108, -1.983348], [3.678044, -2.388725, -0.362218], [-2.816694, -2.031232, 2.354792], [3.795446, -3.709103, 0.899454], [-3.676060, -3.151394, 1.237689], [-1.824871, -0.146721, 1.547193], [-1.082360, -2.447050, -2.925770]], "forces_ev_per_angstrom": [[1.775, -0.423, -1.587], [-0.052, 0.005, -0.054], [-2.742, 0.776, 2.988], [-0.375, -0.035, -2.339], [-0.328, 0.703, -0.306], [0.582, 0.109, -0.081], [0.384, -0.231, -0.048], [-0.340, -0.126, -0.216], [-0.973, 0.584, 1.185], [-0.227, 0.094, -0.082], [-0.046, -0.168, 0.082], [1.641, -1.017, -0.761], [2.450, -1.321, 2.409], [-0.052, -0.312, -0.093], [0.856, 0.201, 1.653], [-0.834, -1.553, -0.490], [-0.026, 0.050, -0.064], [-0.348, 0.242, -0.501], [-0.145, 0.172, 0.378], [-0.062, 0.153, 0.317], [-0.136, 0.107, -0.324], [-1.322, 0.427, 0.509], [-1.446, -2.450, 0.116], [-0.198, 0.471, -0.323], [-0.466, -0.120, 0.070], [-0.082, -1.065, -0.009], [0.311, 0.253, 0.166], [-0.044, -0.090, -0.050], [-0.414, -0.056, -0.204], [-0.456, 0.434, 0.145], [0.464, -0.844, -0.077], [-0.014, -0.104, 0.002], [0.632, 0.449, -0.024], [0.730, 0.098, 0.011], [-0.005, 0.052, -0.001], [0.257, 0.130, -0.157], [0.238, -0.016, 0.045], [0.207, 0.301, 1.013], [-0.251, 0.397, -0.136], [1.445, 2.850, 0.348], [-0.084, 0.049, -0.232], [-0.558, -0.009, -0.828], [0.295, 0.303, 0.154], [-0.756, -0.213, 0.361], [-2.978, -1.669, 0.926], [1.967, 0.707, -1.684], [-0.025, 0.199, 0.194], [2.584, 0.899, -1.973], [-1.245, -0.101, -0.203], [0.096, -0.522, -0.091], [-0.047, -0.347, -0.124], [-0.519, 0.570, -0.468], [0.449, 0.198, 0.100], [0.014, 1.016, 0.563], [0.217, -0.204, -0.204]], "multiplicity": 8, "e_tot_ha": -2023.12762, "relative_energy_kj_mol": 519.4, "e_homo_ev": [-6.56, -7.23], "lumo_ev": [0.3, -2.1], "charge": 0}

Record 3
{"formula": "C5H6N", "method": "the ωB97M-V functional and the def2-TZVPD basis", "symbols": ["H", "H", "C", "H", "C", "H", "N", "C", "C", "H", "C", "H"], "coordinates": [[-1.712635, -2.151247, 0.082870], [2.000948, 0.312569, -0.268773], [0.912160, 0.675324, 0.040937], [-0.785096, -0.238923, -2.465356], [-1.208082, -1.410283, -0.413487], [0.443953, -0.567897, 1.802981], [-1.772730, 0.045432, -0.374980], [-1.104055, -0.473651, -1.434957], [0.152072, 0.287717, 1.161461], [-0.518527, 1.048402, 1.619428], [-0.389052, -0.244263, -0.124850], [0.656704, 1.579272, -0.436518]], "forces_ev_per_angstrom": [[-0.926, -2.182, 0.621], [-2.557, 0.326, 0.862], [5.123, -0.140, -1.654], [-1.127, -0.355, 0.587], [3.253, 0.408, 0.252], [0.210, 0.843, -0.347], [-1.316, 3.554, 0.547], [-0.746, -0.988, -8.046], [0.069, 0.134, 4.595], [0.482, -0.614, -0.267], [-2.184, -2.122, 3.254], [-0.282, 1.137, -0.403]], "multiplicity": 3, "e_tot_ha": -248.18754, "relative_energy_kj_mol": 713.2, "e_homo_ev": [-11.44, -17.32], "lumo_ev": [-3.2, -9.3], "charge": 1}

Record 4
{"formula": "CH3NO4", "method": "the ωB97M-V functional and the def2-TZVPD basis", "symbols": ["H", "O", "O", "O", "H", "H", "O", "C", "N"], "coordinates": [[-1.669797, 2.813994, 0.076492], [-0.158253, -1.652000, 0.048427], [-1.325626, 0.828190, 0.067305], [1.532618, -2.912072, -0.315786], [0.076145, 2.245427, 0.347292], [-0.474802, -0.710145, 0.086770], [1.820054, -0.790197, -0.274772], [-0.975243, 1.968413, 0.166709], [1.174903, -1.791611, -0.202438]], "forces_ev_per_angstrom": [[-0.256, -0.076, -0.025], [-0.941, -0.620, 0.160], [-0.314, -0.447, -0.038], [0.261, -1.015, -0.073], [0.039, -0.135, 0.011], [0.913, -0.026, -0.166], [0.630, 1.086, -0.080], [0.549, 0.592, 0.053], [-0.882, 0.642, 0.157]], "smiles": "O=[N+]([O-])O.C=O", "e_tot_ha": -395.46304, "relative_energy_kj_mol": 233.3, "e_homo_ev": -11.25, "lumo_ev": -0.1, "charge": 0}